[1]
The following is a quantum chemistry calculation of a cluster of 9 separate species, C27H43Cl4N5O3 in total at a distorted geometry, from OMol25.

Atoms and positions in Å:
1 Cl 1.62 0.02 0.16
2 C -0.11 0.42 0.14
3 Cl -1.26 -0.57 1.10
4 Cl -0.26 2.07 0.76
5 Cl -0.66 0.49 -1.58
6 C 0.24 -4.77 0.11
7 C 0.78 -3.48 -0.06
8 C 0.30 -3.01 -1.27
9 N -0.55 -3.93 -1.82
10 C -0.55 -5.07 -0.98
11 H 0.53 -5.46 0.89
12 H 1.46 -2.98 0.61
13 H 0.58 -2.07 -1.74
14 H -1.02 -3.87 -2.70
15 H -1.04 -5.97 -1.31
16 C -4.10 -0.84 -1.39
17 C -5.44 -1.12 -1.25
18 C -6.14 -0.63 -2.30
19 N -5.21 0.02 -3.12
20 C -3.96 -0.09 -2.52
21 H -3.33 -1.12 -0.68
22 H -5.83 -1.75 -0.47
23 H -7.16 -0.81 -2.63
24 H -5.38 0.33 -4.06
25 H -3.10 0.36 -2.99
26 C -4.12 -5.89 1.85
27 C -3.19 -4.96 1.44
28 C -3.64 -3.70 1.81
29 N -4.89 -3.88 2.34
30 C -5.18 -5.23 2.43
31 H -4.12 -6.94 1.59
32 H -2.29 -5.10 0.85
33 H -3.19 -2.73 1.64
34 H -5.47 -3.07 2.51
35 H -6.16 -5.57 2.75
36 C 2.35 0.82 3.33
37 C 3.65 1.14 3.72
38 C 3.64 2.43 4.15
39 N 2.36 2.89 4.05
40 C 1.60 1.94 3.51
41 H 2.07 -0.19 3.09
42 H 4.46 0.43 3.70
43 H 4.40 3.09 4.55
44 H 2.02 3.77 4.41
45 H 0.55 2.14 3.40
46 C -0.89 5.49 0.57
47 C -1.06 5.51 1.90
48 C -1.91 6.56 2.25
49 N -2.11 7.26 1.13
50 C -1.54 6.62 0.08
51 H -0.38 4.78 -0.06
52 H -0.56 4.79 2.52
53 H -2.22 6.87 3.24
54 H -2.67 8.11 1.13
55 H -1.56 7.00 -0.93
56 C 3.89 4.27 -0.88
57 C 3.59 3.50 0.39
58 O 2.69 4.11 1.27
59 H 2.93 4.33 -1.39
60 H 4.53 3.75 -1.59
61 H 4.30 5.27 -0.77
62 H 4.53 3.26 0.87
63 H 3.21 2.53 0.07
64 H 2.47 3.56 2.03
65 C 0.82 -0.75 -4.47
66 C -0.54 -1.25 -4.94
67 O -0.41 -2.70 -4.95
68 H 1.64 -0.64 -5.18
69 H 1.23 -1.24 -3.59
70 H 0.61 0.25 -4.07
71 H -0.71 -0.90 -5.96
72 H -1.35 -1.01 -4.26
73 H 0.34 -3.00 -5.47
74 C 5.13 -0.55 0.55
75 C 4.77 -2.02 0.40
76 O 5.95 -2.62 -0.13
77 H 5.23 -0.01 -0.39
78 H 6.10 -0.36 1.00
79 H 4.36 -0.07 1.15
80 H 4.04 -2.14 -0.39
81 H 4.51 -2.64 1.25
82 H 5.76 -3.52 -0.42

Computed properties:
- Kohn-Sham gap (eV) = 8.1195
- SMILES = ClC(Cl)(Cl)Cl.c1cc[nH]c1.c1cc[nH]c1.c1cc[nH]c1.c1cc[nH]c1.c1cc[nH]c1.CCO.CCO.CCO
- electronic energy (Eh) = -3394.7175
- largest force on an atom (eV Å⁻¹) = 3.58

Per-atom Mulliken charges, elementary charge units:
1. Cl 0.1432
2. C -0.1981
3. Cl -0.1003
4. Cl 0.0692
5. Cl -0.0430
6. C -0.6954
7. C -0.2242
8. C -0.0701
9. N 0.1777
10. C -0.7011
11. H 0.4124
12. H 0.4834
13. H -0.0554
14. H 0.1774
15. H 0.4691
16. C 0.6723
17. C -0.5925
18. C -0.5470
19. N -0.0055
20. C -0.8910
21. H 0.0729
22. H 0.3916
23. H 0.3758
24. H 0.2151
25. H 0.3260
26. C -0.8393
27. C 0.4830
28. C -0.6511
29. N -0.0095
30. C -0.4165
31. H 0.3790
32. H 0.1722
33. H 0.2750
34. H 0.2323
35. H 0.3921
36. C -0.0384
37. C -0.4255
38. C -0.7969
39. N 0.0475
40. C -1.1905
41. H 0.6591
42. H 0.4984
43. H 0.4055
44. H 0.1866
45. H 0.6590
46. C -0.1482
47. C 0.1040
48. C -0.8876
49. N 0.0462
50. C -0.7945
51. H 0.3924
52. H 0.3152
53. H 0.3760
54. H 0.1953
55. H 0.3870
56. C -1.3575
57. C 0.4376
58. O -0.5455
59. H 0.3071
60. H 0.3600
61. H 0.3360
62. H 0.2636
63. H -0.0744
64. H 0.3082
65. C -0.9151
66. C 0.1952
67. O -0.5524
68. H 0.4243
69. H 0.1577
70. H 0.2318
71. H 0.2790
72. H -0.0563
73. H 0.2908
74. C -0.7240
75. C 0.0254
76. O -0.5787
77. H 0.3367
78. H 0.4576
79. H -0.1368
80. H 0.0587
81. H 0.2963
82. H 0.3050

[2]
The following is a quantum chemistry calculation of the molecule C13H15NO at a distorted geometry, from OMol25.

Atoms and positions in Å:
1 O -4.63 -0.81 -1.48
2 C -3.76 -1.00 -0.32
3 C -3.21 0.39 0.06
4 N -2.31 0.58 1.25
5 C -1.14 -0.27 1.24
6 C 0.05 0.51 0.48
7 C -0.11 1.79 0.08
8 C 1.00 2.51 -0.31
9 C 2.25 1.93 -0.46
10 C 2.40 0.53 -0.25
11 C 3.65 -0.15 -0.57
12 C 3.79 -1.48 -0.28
13 C 2.60 -2.25 0.12
14 C 1.37 -1.58 0.33
15 C 1.29 -0.20 0.19
16 H -4.02 -1.13 -2.24
17 H -4.41 -1.43 0.48
18 H -2.98 -1.82 -0.66
19 H -4.06 1.09 0.37
20 H -2.55 0.99 -0.74
21 H -2.83 0.75 2.21
22 H -1.48 -1.29 0.85
23 H -0.76 -0.55 2.19
24 H -1.04 2.20 0.24
25 H 0.86 3.59 -0.63
26 H 3.19 2.49 -0.77
27 H 4.41 0.51 -0.88
28 H 4.64 -2.13 -0.54
29 H 2.58 -3.25 0.42
30 H 0.51 -2.07 0.90

Computed properties:
- Kohn-Sham gap (eV) = 8.5933
- SMILES = OCCNCc1cccc2ccccc12
- electronic energy (Eh) = -634.2761
- largest force on an atom (eV Å⁻¹) = 3.71

Per-atom natural (NBO) charges, elementary charge units:
1. O -0.7207
2. C -0.0996
3. C -0.2543
4. N -0.6726
5. C -0.2560
6. C 0.0220
7. C -0.2446
8. C -0.2029
9. C -0.1969
10. C -0.0674
11. C -0.1762
12. C -0.2213
13. C -0.2067
14. C -0.2095
15. C -0.0188
16. H 0.4682
17. H 0.1851
18. H 0.1686
19. H 0.2149
20. H 0.2024
21. H 0.3831
22. H 0.1843
23. H 0.2127
24. H 0.2313
25. H 0.2146
26. H 0.2128
27. H 0.2084
28. H 0.2197
29. H 0.2095
30. H 0.2099

[3]
The following is a quantum chemistry calculation of a cluster of 3 separate species, C35H65BN3O10 in total at a distorted geometry, from OMol25.

Atoms and positions in Å:
1 C -4.74 -2.00 -1.83
2 B -3.52 -2.65 -0.90
3 O -3.84 -3.89 -0.16
4 C -2.04 -1.87 -0.82
5 N -1.04 -2.84 -1.36
6 O -0.82 -2.52 -2.68
7 C 0.27 -2.99 -0.70
8 C 0.70 -1.92 0.45
9 N -0.28 -0.73 0.60
10 C 0.10 0.16 -0.53
11 C -0.68 1.57 -0.74
12 C -0.06 2.28 -2.11
13 C -0.66 1.62 -3.50
14 N -2.13 1.98 -3.76
15 C -3.09 1.18 -4.64
16 C -4.59 1.87 -4.66
17 C -4.45 3.20 -3.72
18 C -2.88 3.20 -3.20
19 C -1.71 -1.21 0.65
20 C -1.83 -2.29 1.85
21 C -3.17 -2.50 2.69
22 C -4.72 -2.05 2.42
23 C -6.02 -2.38 3.37
24 C -5.79 -3.27 4.75
25 C -4.26 -3.77 5.06
26 C -2.98 -3.40 4.09
27 O -2.70 -0.14 0.94
28 C -2.30 0.69 2.08
29 C -3.48 1.87 2.22
30 C -3.88 2.55 0.77
31 O -4.67 1.40 2.96
32 H -5.30 -1.15 -1.21
33 H -4.26 -1.53 -2.80
34 H -5.48 -2.84 -2.17
35 H -4.85 -3.87 -0.06
36 H -2.16 -1.00 -1.63
37 H -1.50 -3.80 -1.40
38 H -1.48 -3.10 -3.21
39 H 0.30 -4.07 -0.18
40 H 1.11 -3.04 -1.54
41 H 1.80 -1.55 0.14
42 H 0.90 -2.47 1.49
43 H 0.16 -0.36 -1.60
44 H 1.24 0.49 -0.33
45 H -1.83 1.41 -0.98
46 H -0.54 2.31 0.16
47 H 1.11 2.06 -2.12
48 H -0.19 3.45 -2.09
49 H -0.64 0.42 -3.48
50 H -0.01 1.91 -4.46
51 H -2.89 0.20 -5.25
52 H -5.58 1.55 -5.21
53 H -5.23 4.03 -3.42
54 H -2.30 3.95 -2.51
55 H -0.98 -2.02 2.64
56 H -1.49 -3.35 1.42
57 H -4.92 -1.41 1.44
58 H -7.09 -1.98 3.09
59 H -6.69 -3.53 5.45
60 H -4.06 -4.43 6.02
61 H -1.92 -3.83 4.42
62 H -2.29 0.15 3.12
63 H -1.30 1.28 1.96
64 H -3.02 2.75 2.88
65 H -3.00 3.26 0.42
66 H -4.16 1.78 -0.07
67 H -4.85 3.23 0.92
68 H -5.04 2.22 3.41
69 C 3.32 -6.89 1.25
70 O 3.99 -6.48 0.07
71 C 3.47 -5.26 -0.47
72 C 4.58 -4.44 -1.14
73 O 5.47 -3.81 -0.21
74 C 6.38 -4.67 0.49
75 C 7.47 -5.26 -0.41
76 O 6.95 -6.34 -1.20
77 C 7.62 -6.49 -2.43
78 H 2.30 -7.19 1.01
79 H 3.86 -7.74 1.67
80 H 3.32 -6.08 1.99
81 H 2.99 -4.66 0.31
82 H 2.72 -5.53 -1.22
83 H 4.11 -3.63 -1.69
84 H 5.14 -5.03 -1.87
85 H 5.85 -5.44 1.04
86 H 6.87 -4.03 1.23
87 H 8.28 -5.67 0.20
88 H 7.87 -4.47 -1.06
89 H 7.59 -5.55 -3.00
90 H 7.10 -7.25 -3.01
91 H 8.65 -6.80 -2.27
92 C 1.29 9.43 -0.91
93 O 2.06 8.38 -0.35
94 C 2.81 8.79 0.79
95 C 2.94 7.64 1.80
96 O 1.73 7.38 2.53
97 C 0.67 6.75 1.79
98 C 0.97 5.29 1.42
99 O 1.87 5.23 0.30
100 C 2.67 4.07 0.32
101 H 1.95 10.18 -1.35
102 H 0.65 9.01 -1.68
103 H 0.65 9.89 -0.15
104 H 2.35 9.65 1.28
105 H 3.81 9.07 0.44
106 H 3.67 7.94 2.56
107 H 3.33 6.73 1.34
108 H 0.39 7.34 0.92
109 H -0.19 6.75 2.46
110 H 0.04 4.79 1.12
111 H 1.39 4.78 2.29
112 H 3.22 3.99 1.26
113 H 3.40 4.14 -0.50
114 H 2.05 3.18 0.16

Computed properties:
- Kohn-Sham gap (eV) = 6.1675
- electronic energy (Eh) = -2313.0254
- largest force on an atom (eV Å⁻¹) = 5.89
- total charge = +1

These are the Mulliken partial charges, in e, on atoms 1 to 99:
1. C -0.7977
2. B 0.8893
3. O -0.6405
4. C -0.7510
5. N 0.5980
6. O -0.4146
7. C -0.6745
8. C -0.7248
9. N 0.0658
10. C -0.7032
11. C 1.2834
12. C -0.7027
13. C -0.3875
14. N 0.2053
15. C -0.3803
16. C -0.4927
17. C -0.4629
18. C -0.0978
19. C 0.6228
20. C -0.7642
21. C 0.3179
22. C 0.0776
23. C -0.6509
24. C -0.3986
25. C -0.4238
26. C -0.5400
27. O -0.1543
28. C -0.3066
29. C 0.0171
30. C -0.5601
31. O -0.4883
32. H 0.2760
33. H 0.1901
34. H 0.3005
35. H 0.3289
36. H -0.4514
37. H 0.7341
38. H 0.3739
39. H 0.2155
40. H 0.2052
41. H 0.4269
42. H 0.2600
43. H 0.1437
44. H 0.2355
45. H -0.3406
46. H -0.4398
47. H 0.3845
48. H 0.2349
49. H 0.1039
50. H 0.3488
51. H 0.3165
52. H 0.2912
53. H 0.3082
54. H 0.2514
55. H 0.5430
56. H 0.2398
57. H 0.1186
58. H 0.3051
59. H 0.3166
60. H 0.2775
61. H 0.2117
62. H 0.2911
63. H 0.2646
64. H 0.3010
65. H 0.0422
66. H 0.0084
67. H 0.4380
68. H 0.3564
69. C -0.7655
70. O -0.3222
71. C -0.2568
72. C -0.4160
73. O -0.4826
74. C -0.3204
75. C -0.5638
76. O -0.2713
77. C -0.7892
78. H 0.3127
79. H 0.2585
80. H 0.3254
81. H 0.1563
82. H 0.4176
83. H 0.4440
84. H 0.0986
85. H 0.1052
86. H 0.4096
87. H 0.4348
88. H 0.3423
89. H 0.3469
90. H 0.2307
91. H 0.3267
92. C -0.8076
93. O -0.2447
94. C -0.5565
95. C -0.2768
96. O -0.4734
97. C -0.5246
98. C -0.1495
99. O -0.2181